The following is a DFT calculation (ωB97M-V/def2-TZVPD) of C37H27BaN9O8S2 as an isolated structure at a distorted geometry.

Geometry (Å):
1 Ba 0.212 0.147 -0.931
2 C 3.192 -2.525 0.898
3 C 2.458 -1.219 1.050
4 N 1.171 -1.206 1.178
5 N 0.612 -2.434 1.458
6 C -0.661 -2.630 1.388
7 S -1.953 -1.725 0.770
8 S -1.042 -4.295 2.087
9 C -2.425 -3.877 3.203
10 C -1.995 -3.701 4.631
11 C -2.705 -4.305 5.665
12 C -2.329 -4.130 6.991
13 C -1.231 -3.343 7.302
14 C -0.510 -2.743 6.276
15 C -0.885 -2.920 4.955
16 C 3.224 0.029 1.207
17 C 4.495 -0.051 1.783
18 C 5.254 1.066 2.083
19 C 4.745 2.324 1.765
20 C 3.512 2.442 1.164
21 C 2.697 1.317 0.859
22 O 1.546 1.473 0.311
23 H 2.615 -3.175 0.244
24 H 3.277 -3.035 1.862
25 H 4.178 -2.374 0.464
26 H -3.175 -4.663 3.115
27 H -2.840 -2.958 2.783
28 H -3.560 -4.928 5.426
29 H -2.890 -4.617 7.780
30 H -0.935 -3.203 8.335
31 H 0.362 -2.142 6.509
32 H -0.305 -2.472 4.155
33 H 4.891 -1.028 2.035
34 H 6.225 0.963 2.551
35 H 5.324 3.215 1.989
36 H 3.126 3.417 0.885
37 N -0.481 2.590 2.917
38 C -0.334 1.495 2.117
39 N -1.089 1.243 1.119
40 C -2.081 2.119 0.741
41 N -2.710 1.980 -0.383
42 N -2.205 1.012 -1.194
43 C -2.971 0.426 -2.020
44 C -2.439 -0.607 -2.912
45 C -3.139 -0.968 -4.062
46 C -2.610 -1.944 -4.888
47 C -1.417 -2.554 -4.528
48 C -0.799 -2.141 -3.356
49 N -1.286 -1.189 -2.576
50 C -2.437 3.195 1.669
51 C -3.574 3.987 1.530
52 C -3.821 5.021 2.415
53 C -2.930 5.277 3.452
54 C -1.807 4.490 3.621
55 C -1.564 3.435 2.743
56 H 0.189 2.782 3.640
57 H 0.443 0.785 2.376
58 H -4.042 0.639 -2.066
59 H -4.055 -0.451 -4.315
60 H -3.118 -2.217 -5.804
61 H -0.971 -3.326 -5.139
62 H 0.142 -2.573 -3.032
63 H -4.245 3.773 0.710
64 H -4.707 5.633 2.297
65 H -3.119 6.093 4.138
66 H -1.112 4.679 4.430
67 O 3.782 -0.909 -3.053
68 C 2.611 -0.520 -3.037
69 O 1.733 -0.777 -2.152
70 C 2.133 0.324 -4.232
71 C 2.936 0.358 -5.329
72 C 2.552 1.020 -6.516
73 C 1.294 1.592 -6.598
74 C 0.444 1.554 -5.517
75 C 0.851 1.019 -4.211
76 O 0.169 1.196 -3.187
77 N -0.871 2.092 -5.713
78 O -1.040 2.927 -6.606
79 O -1.792 1.683 -5.025
80 N 3.413 1.048 -7.645
81 O 4.500 0.481 -7.579
82 O 3.046 1.641 -8.662
83 H 3.891 -0.146 -5.283
84 H 0.962 2.038 -7.523

Summary:
gap between HOMO and LUMO: 5.9 eV
E_tot: -90960.721 eV
charge: -2
F_max: 4.523 eV/A
2S+1: 1

Mulliken atomic charge list, values in e, 5 entries:
1. Ba 2.617
2. C -2.133
3. C 1.306
4. N 0.904
5. N -1.187

The following is a DFT calculation (ωB97M-V/def2-TZVPD) of C37H28AuN3O7P2 as an isolated structure.

Geometry (Å):
1 Au -0.214 0.042 -1.135
2 C 2.724 -0.141 -1.881
3 P 1.800 1.094 -0.910
4 C 2.684 1.145 0.652
5 C 3.577 2.189 0.901
6 C 4.384 2.144 2.026
7 C 4.317 1.059 2.890
8 C 3.459 0.003 2.620
9 C 2.650 0.037 1.496
10 C 1.677 2.736 -1.605
11 C 1.406 3.830 -0.785
12 C 1.179 5.073 -1.351
13 C 1.213 5.226 -2.730
14 C 1.461 4.134 -3.549
15 C 1.681 2.886 -2.990
16 C 2.308 -1.390 -1.163
17 C 3.000 -2.473 -0.697
18 C 2.080 -3.252 0.045
19 C 0.852 -2.623 0.033
20 C -0.456 -3.145 0.545
21 P -1.395 -2.579 2.055
22 C -1.497 -0.742 2.008
23 C -2.606 -0.174 1.373
24 C -2.797 1.200 1.361
25 C -1.883 2.033 1.991
26 C -0.800 1.483 2.660
27 C -0.619 0.106 2.679
28 C -0.225 -2.780 3.450
29 C -0.756 -2.574 4.726
30 C 0.037 -2.689 5.856
31 C 1.378 -3.033 5.733
32 C 1.913 -3.259 4.475
33 C 1.118 -3.128 3.341
34 N 0.996 -1.486 -0.722
35 H 3.797 0.038 -1.833
36 H 2.397 -0.117 -2.924
37 H 3.643 3.033 0.227
38 H 5.068 2.958 2.225
39 H 4.947 1.032 3.770
40 H 3.417 -0.856 3.279
41 H 2.004 -0.800 1.274
42 H 1.351 3.708 0.290
43 H 0.962 5.921 -0.715
44 H 1.031 6.198 -3.169
45 H 1.468 4.249 -4.624
46 H 1.844 2.033 -3.637
47 H 4.041 -2.689 -0.876
48 H 2.279 -4.213 0.496
49 H -0.321 -4.212 0.743
50 H -1.193 -3.096 -0.253
51 H -3.328 -0.821 0.890
52 H -3.656 1.624 0.857
53 H -2.034 3.106 1.980
54 H -0.096 2.123 3.181
55 H 0.204 -0.314 3.241
56 H -1.805 -2.319 4.831
57 H -0.393 -2.521 6.836
58 H 1.997 -3.134 6.616
59 H 2.954 -3.538 4.369
60 H 1.559 -3.288 2.366
61 O -3.118 2.742 -1.594
62 C -2.456 1.769 -1.866
63 O -1.158 1.730 -1.608
64 C -3.065 0.649 -2.667
65 C -4.065 1.032 -3.537
66 C -4.678 0.093 -4.345
67 C -4.328 -1.235 -4.288
68 C -3.348 -1.635 -3.401
69 C -2.679 -0.713 -2.545
70 O -1.807 -1.114 -1.657
71 N -3.042 -3.075 -3.417
72 O -2.276 -3.534 -2.596
73 O -3.608 -3.748 -4.259
74 N -5.723 0.516 -5.282
75 O -6.225 -0.334 -5.991
76 O -6.031 1.691 -5.288
77 H -4.368 2.068 -3.576
78 H -4.809 -1.962 -4.923

Summary:
gap between HOMO and LUMO: 6.8 eV
E_tot: -79890.808 eV
charge: 0
F_max: 0.298 eV/A
2S+1: 1

Mulliken atomic charge list, values in e, 5 entries:
1. Au 1.324
2. C -1.264
3. P 0.217
4. C 0.982
5. C -0.993

| no. | highest occupied orbital energy (eV) |
| --- | --- |
| 1 | -2.24 |
| 2 | -8.11 |